1.
Entry from OMol25: a structure of composition C34H32BrN5O4S3Sn at a distorted geometry (the ωB97M-V functional and the def2-TZVPD basis).

Results
Electronic energy, eV: -159797.8307
Total charge: -2
Highest occupied orbital energy, eV: -2.57
Lowest unoccupied orbital energy, eV: 3.827
ΔE to the lowest compared entry with this formula, charge and spin, kJ/mol: 240.96

Each line ends with the Löwdin charge.
Geometry (Å):
Sn: 2.704 0.908 -0.780  1.05
C: -1.303 0.046 1.181  0.01
C: -1.731 -0.349 -0.206  -0.29
N: -2.628 0.195 -0.956  0.07
N: -3.405 1.195 -0.367  -0.06
C: -3.229 2.386 -0.692  -0.84
S: -1.879 2.972 -1.715  0.92
S: -4.358 3.722 -0.004  0.89
C: -5.699 2.846 0.737  -0.48
C: -6.872 2.625 -0.253  -0.28
C: -6.860 1.511 -1.107  -0.05
C: -7.904 1.378 -2.002  -0.13
C: -8.911 2.284 -2.123  -0.12
C: -8.896 3.402 -1.285  -0.10
C: -7.898 3.525 -0.366  -0.08
C: -1.010 -1.545 -0.764  -0.06
C: -1.696 -2.668 -1.069  -0.02
C: -0.932 -3.781 -1.606  -0.11
C: 0.294 -3.751 -2.025  -0.04
C: 1.112 -2.497 -1.987  -0.29
C: 0.547 -1.452 -0.861  -0.47
O: 0.908 -0.218 -1.084  -0.29
H: -1.180 -0.870 1.791  0.10
H: -0.360 0.511 0.933  0.06
H: -2.073 0.696 1.629  0.08
H: -5.418 1.807 1.008  0.08
H: -5.892 3.361 1.678  0.07
H: -6.103 0.700 -1.168  0.12
H: -7.891 0.398 -2.574  0.12
H: -9.827 2.123 -2.773  0.12
H: -9.601 4.175 -1.490  0.09
H: -7.857 4.382 0.267  0.11
H: -2.778 -2.789 -1.055  0.11
H: -1.466 -4.747 -1.560  0.10
H: 0.829 -4.598 -2.382  0.12
H: 1.473 -0.913 -3.304  0.12
C: 5.758 -0.603 3.847  -0.07
C: 6.171 -1.178 2.525  -0.29
N: 5.224 -2.147 2.076  -0.15
C: 5.259 -3.488 2.627  -0.22
C: 4.264 -3.761 3.714  -0.11
C: 4.208 -1.850 1.210  -0.68
S: 4.547 -0.479 0.162  0.57
N: 3.134 -2.593 1.175  0.14
C: 2.279 -2.419 0.076  -0.34
O: 1.038 -2.009 0.463  0.07
C: 2.385 -2.729 -1.251  -0.14
C: 0.966 -1.891 -3.357  -0.11
C: 1.664 -2.655 -4.454  -0.11
C: 2.823 -3.333 -4.348  -0.12
C: 3.754 -3.597 -3.215  -0.11
C: 3.586 -3.307 -1.900  -0.04
H: 6.522 0.076 4.202  0.06
H: 5.744 -1.299 4.703  0.07
H: 4.784 -0.062 3.784  0.10
H: 7.142 -1.710 2.605  0.12
H: 6.352 -0.500 1.733  0.04
H: 6.235 -3.740 3.054  0.12
H: 5.071 -4.226 1.887  0.10
H: 4.362 -3.325 4.678  0.04
H: 4.179 -4.871 3.846  0.09
H: 3.269 -3.407 3.528  0.06
H: -0.129 -1.714 -3.694  0.16
H: 1.278 -2.481 -5.423  0.07
H: 3.241 -3.731 -5.301  0.09
H: 4.613 -4.134 -3.521  0.06
H: 4.370 -3.545 -1.105  0.12
Br: -1.130 8.675 2.988  -0.76
C: -0.931 3.795 -0.383  -0.56
C: -1.238 5.064 0.114  -0.07
C: -0.448 5.596 1.160  -0.03
C: 0.675 4.859 1.459  0.01
C: 0.837 3.578 0.937  -0.20
N: 0.078 3.062 0.012  0.10
C: 2.087 2.786 1.362  -0.63
O: 3.018 3.423 1.784  0.07
O: 2.165 1.521 1.091  -0.28
H: -2.079 5.592 -0.245  0.07
H: -0.723 6.542 1.577  -0.05
H: 1.386 5.242 2.151  0.11


2.
Entry from OMol25: a structure of composition C34H32GaN2O4 at a distorted geometry (the ωB97M-V functional and the def2-TZVPD basis).

Results
Electronic energy, eV: -99324.2333
Total charge: -1
Highest occupied orbital energy, eV: -4.85
Lowest unoccupied orbital energy, eV: 0.740

Each line ends with the Löwdin charge.
Geometry (Å):
C: -2.242 1.264 7.210  -0.07
C: -3.322 0.979 6.122  -0.53
N: -4.404 1.686 6.151  0.05
C: -3.130 -0.069 4.993  -0.27
Ga: -1.966 0.848 3.502  0.34
C: -1.870 2.891 3.737  -0.32
C: -0.425 3.538 3.517  -0.29
C: 0.696 2.701 4.261  -0.34
N: 1.589 2.016 3.310  -0.04
H: -1.454 1.888 6.715  0.06
H: -1.799 0.338 7.644  0.07
H: -2.659 1.867 8.053  0.07
H: -5.011 1.425 5.368  0.02
H: -4.102 -0.388 4.538  0.03
H: -2.607 -0.996 5.336  0.03
H: -2.520 0.373 2.067  -0.11
H: -0.489 0.199 3.689  -0.06
H: -2.555 3.413 3.013  0.03
H: -2.184 3.202 4.773  0.03
H: -0.463 4.541 4.039  0.08
H: -0.193 3.757 2.447  0.08
H: 0.283 2.019 5.038  0.07
H: 1.332 3.450 4.814  0.10
H: 2.191 2.664 2.816  0.05
H: 1.087 1.391 2.688  0.01
C: 2.933 -4.146 -1.558  -0.06
C: 2.561 -5.095 -2.507  -0.06
C: 1.218 -5.347 -2.750  0.00
C: 0.240 -4.658 -2.036  -0.08
C: 0.614 -3.725 -1.068  -0.08
C: 1.963 -3.462 -0.839  0.01
C: -0.414 -3.020 -0.266  -0.31
O: -0.090 -2.205 0.574  0.10
C: -1.842 -3.330 -0.500  -0.09
C: -2.814 -2.713 0.287  0.02
C: -4.157 -2.987 0.068  -0.05
C: -4.535 -3.869 -0.942  -0.06
C: -3.569 -4.489 -1.725  -0.01
C: -2.219 -4.228 -1.499  -0.09
C: -1.194 -4.921 -2.316  -0.28
O: -1.520 -5.695 -3.198  0.09
H: 3.982 -3.944 -1.376  0.11
H: 3.320 -5.637 -3.059  0.10
H: 0.932 -6.081 -3.493  0.12
H: 2.256 -2.729 -0.097  0.13
H: -2.525 -2.022 1.073  0.10
H: -4.911 -2.511 0.683  0.11
H: -5.584 -4.076 -1.117  0.10
H: -3.867 -5.177 -2.506  0.12
C: 4.476 3.260 -6.413  -0.07
C: 4.599 4.343 -5.547  -0.07
C: 3.958 4.325 -4.316  0.00
C: 3.182 3.227 -3.951  -0.08
C: 3.041 2.153 -4.829  -0.08
C: 3.699 2.168 -6.057  0.00
C: 2.178 0.998 -4.475  -0.28
O: 2.059 0.059 -5.242  0.09
C: 1.461 1.014 -3.179  -0.09
C: 0.603 -0.036 -2.855  0.01
C: -0.063 -0.035 -1.637  -0.04
C: 0.130 1.004 -0.734  -0.02
C: 0.979 2.055 -1.052  0.02
C: 1.640 2.068 -2.279  -0.09
C: 2.517 3.211 -2.624  -0.28
O: 2.687 4.125 -1.839  0.10
H: 4.984 3.272 -7.371  0.10
H: 5.196 5.202 -5.832  0.10
H: 4.060 5.167 -3.642  0.12
H: 3.601 1.330 -6.735  0.12
H: 0.451 -0.850 -3.553  0.12
H: -0.732 -0.845 -1.387  0.09
H: -0.389 0.992 0.218  0.10
H: 1.122 2.864 -0.346  0.12


Which of these has the highest lowest unoccupied orbital energy?
C34H32BrN5O4S3Sn


Look up the total charge of the first one.
-2


Which of these has the highest highest occupied orbital energy?
C34H32BrN5O4S3Sn